# 1
The following is a DFT calculation (wB97M-V/def2-TZVPD) of a structure of composition C18H19BBaN6.

The energy above the lowest of the compared OMol25 structures with the same formula, charge and spin comes out at 0.0 kJ/mol. The charge is +2. The LUMO energy (alpha / beta) is -0.3395 / -0.3320 Ha. The calculation puts the frontier orbital gap (alpha / beta) at 0.17707 / 0.18484 Eh.

Each line ends with the Löwdin charge.
Geometry (Å):
C 2.541 0.007 -0.838  -0.2315
N 1.336 0.029 -1.446  -0.1482
N 1.563 0.285 -2.781  -0.0369
C 2.889 0.320 -3.012  -0.0499
C 3.551 0.150 -1.798  -0.0367
B 0.383 0.355 -3.787  -0.4719
N -0.612 -0.801 -3.428  -0.0214
N -0.917 -1.191 -2.130  -0.1648
C -1.735 -2.277 -2.220  -0.2030
C -1.875 -2.634 -3.573  -0.0421
C -1.156 -1.685 -4.290  -0.0519
Ba 0.251 -1.787 0.191  2.0015
N -0.255 1.781 -3.755  0.0255
N -0.774 2.273 -2.577  0.1772
C -1.186 3.523 -2.829  -0.0544
C -0.927 3.863 -4.181  0.0958
C -0.337 2.721 -4.727  0.0566
H -1.651 4.159 -2.085  0.1282
H 0.034 2.511 -5.723  0.1561
H -1.137 4.788 -4.676  0.1326
H 0.808 0.170 -4.895  0.1230
H -0.965 -1.606 -5.351  0.1329
H 3.273 0.421 -4.014  0.1307
H -2.415 -3.469 -3.973  0.1039
H 4.611 0.125 -1.636  0.1026
H -2.185 -2.734 -1.339  0.0888
H 2.581 -0.102 0.243  0.0055
H -2.147 -1.084 0.706  0.0185
C -1.927 -1.625 1.648  -0.1957
H -2.889 -1.870 2.100  0.0675
H -1.410 -2.592 1.480  -0.0504
H -1.378 -0.986 2.352  0.0054
C 1.500 -0.399 2.055  -0.1187
C 1.025 -0.266 3.198  -0.1084
C 0.643 -0.094 4.552  -0.2245
C -0.574 0.545 4.879  0.0022
C -1.031 0.531 6.195  -0.0209
C -0.254 -0.052 7.208  0.0117
C 0.995 -0.611 6.897  -0.0165
C 1.459 -0.605 5.584  0.0228
H -1.149 1.032 4.086  0.1316
H -1.988 0.991 6.438  0.1261
H -0.620 -0.065 8.236  0.1349
H 1.610 -1.039 7.687  0.1280
H 2.440 -1.010 5.335  0.1380

# 2
The following is a DFT calculation (wB97M-V/def2-TZVPD) of a structure of composition C19H20AuNOP.

The energy above the lowest of the compared OMol25 structures with the same formula, charge and spin comes out at 184.5 kJ/mol. The charge is -1. The LUMO energy is 0.1060 Ha. The calculation puts the frontier orbital gap at 0.18640 Eh.

Each line ends with the Löwdin charge.
Geometry (Å):
Au -0.546 0.014 -0.519  0.5420
C 3.375 -0.132 -1.774  -0.2917
P 1.817 -0.017 -0.746  0.8033
C 2.255 1.501 0.199  -0.3782
C 3.418 1.554 0.964  -0.1048
C 3.761 2.700 1.669  -0.1032
C 2.942 3.818 1.609  -0.1120
C 1.782 3.777 0.846  -0.0937
C 1.441 2.627 0.152  -0.1129
C 2.141 -1.332 0.480  -0.3999
C 2.793 -2.510 0.128  -0.1186
C 2.981 -3.523 1.061  -0.1185
C 2.507 -3.361 2.356  -0.1172
C 1.830 -2.196 2.700  -0.0839
C 1.635 -1.186 1.771  -0.1144
H 4.273 -0.209 -1.157  0.0282
H 3.442 0.762 -2.395  0.0278
H 3.325 -0.998 -2.436  0.0173
H 4.058 0.681 1.028  0.1009
H 4.663 2.715 2.269  0.0914
H 3.200 4.714 2.161  0.0898
H 1.130 4.640 0.804  0.0952
H 0.521 2.589 -0.418  0.0668
H 3.157 -2.657 -0.882  0.0838
H 3.490 -4.435 0.773  0.0870
H 2.645 -4.148 3.087  0.0871
H 1.420 -2.081 3.696  0.0988
H 1.010 -0.319 2.008  0.0618
C -6.952 -0.309 -1.764  -0.0603
C -5.462 -0.251 -1.564  -0.2885
C -4.578 -0.481 -2.614  -0.0504
C -3.214 -0.414 -2.379  -0.1483
N -2.709 -0.135 -1.180  -0.0802
C -3.538 0.082 -0.162  -0.1397
C -4.915 0.034 -0.318  -0.0273
H -7.204 -0.545 -2.798  0.0674
H -7.414 0.646 -1.511  0.0778
H -7.398 -1.073 -1.124  0.0781
H -4.944 -0.711 -3.608  0.0980
H -2.497 -0.589 -3.171  0.0957
H -2.998 0.279 0.781  0.0433
H -5.554 0.215 0.538  0.1083
O -1.086 0.260 1.437  -0.9060

# 3
The following is a DFT calculation (wB97M-V/def2-TZVPD) of the molecule C3H9O2PS.

The energy above the lowest of the compared OMol25 structures with the same formula, charge and spin comes out at 164.0 kJ/mol. The LUMO energy is 0.0256 Ha. The calculation puts the frontier orbital gap at 0.34311 Eh.

Each line ends with the Löwdin charge.
Geometry (Å):
C 0.692 -0.600 -0.993  -0.1321
C -0.252 -1.663 1.760  -0.1962
C -1.115 2.305 -0.212  -0.3668
O -2.050 -0.733 -0.260  -0.4013
O 1.166 1.464 1.191  -0.6379
P -0.674 -0.634 0.302  0.5916
S -0.339 1.494 1.184  0.7339
H 0.165 -0.753 -1.834  0.0051
H 1.162 0.386 -0.897  0.0427
H 1.385 -1.286 -0.713  0.0085
H -1.111 -1.743 2.351  0.0215
H 0.357 -2.547 1.409  0.0739
H 0.437 -1.128 2.457  0.0584
H -2.223 2.105 -0.109  0.0634
H -0.741 2.015 -1.229  0.0514
H -0.892 3.456 -0.242  0.0837

# 4
The following is a DFT calculation (wB97M-V/def2-TZVPD) of a cluster of 11 separate species, C41H56O17 in total.

The energy above the lowest of the compared OMol25 structures with the same formula, charge and spin comes out at 190.3 kJ/mol. Its SMILES is Oc1ccc(O)cc1.Oc1ccc(O)cc1.Oc1ccc(O)cc1.Oc1ccc(O)cc1.Oc1ccc(O)cc1.Oc1ccc(O)cc1.CO.CO.CO.CO.CO. The LUMO energy is 0.0015 Ha. The calculation puts the frontier orbital gap at 0.27150 Eh.

Each line ends with the Löwdin charge.
Geometry (Å):
O 1.995 8.754 0.102  0.0970
C 1.591 7.562 0.393  -0.3636
C 1.492 7.033 1.693  0.0141
C 1.134 5.627 2.013  0.0095
C 1.111 4.770 0.971  -0.3081
O 0.910 3.380 1.195  -0.0434
C 1.246 5.227 -0.385  -0.0374
C 1.631 6.496 -0.581  -0.0381
H 2.090 9.442 0.740  0.1145
H 1.627 7.603 2.649  0.1139
H 0.953 5.235 2.922  0.0785
H 1.621 2.916 0.636  0.1128
H 1.038 4.410 -1.187  0.1548
H 1.535 6.895 -1.654  0.1426
O 0.840 3.310 -6.344  0.1009
C 0.860 2.142 -5.631  -0.2875
C 1.976 1.293 -5.776  0.0193
C 2.035 0.228 -4.812  0.0037
C 1.000 0.055 -3.888  -0.3212
O 1.146 -0.933 -2.991  0.0169
C -0.092 0.901 -3.772  0.0281
C -0.122 1.974 -4.665  0.0129
H 1.520 3.465 -6.821  -0.0127
H 2.693 1.380 -6.559  0.1012
H 2.912 -0.447 -4.672  0.1232
H 0.435 -1.126 -2.401  0.0647
H -0.812 0.917 -3.040  0.0835
H -0.931 2.532 -4.581  0.0728
O 7.984 0.282 -2.825  0.0913
C 6.855 -0.317 -2.681  -0.3715
C 6.968 -1.645 -2.059  0.0006
C 5.755 -2.378 -1.994  0.0095
C 4.522 -1.642 -2.069  -0.3834
O 3.416 -2.339 -1.928  -0.0029
C 4.476 -0.331 -2.454  -0.0661
C 5.627 0.314 -2.979  0.0156
H 8.584 -0.388 -2.694  0.0532
H 7.959 -2.037 -1.624  0.1375
H 5.919 -3.271 -1.503  0.0780
H 2.426 -2.026 -2.206  0.1619
H 3.520 0.075 -2.514  0.0784
H 5.468 1.237 -3.560  0.1206
O -7.666 -6.312 1.263  0.0462
C -6.492 -5.718 0.979  -0.3190
C -5.338 -5.839 1.852  0.0022
C -4.104 -5.166 1.476  0.0084
C -4.041 -4.534 0.168  -0.2885
O -2.854 -3.980 -0.107  0.0177
C -5.177 -4.510 -0.700  0.0118
C -6.396 -5.037 -0.254  -0.0098
H -7.721 -6.835 2.047  0.0900
H -5.492 -6.440 2.733  0.0903
H -3.332 -4.996 2.257  0.1017
H -2.336 -3.715 0.660  0.0439
H -5.333 -3.895 -1.477  0.0636
H -7.205 -4.858 -0.872  0.0896
O -1.321 2.663 -0.719  0.0798
C -2.617 2.670 -0.447  -0.3322
C -3.359 1.540 -0.783  -0.0176
C -4.719 1.482 -0.648  0.0260
C -5.357 2.599 0.081  -0.2772
O -6.634 2.471 0.463  0.0484
C -4.559 3.741 0.434  -0.0280
C -3.241 3.840 0.048  -0.0010
H -0.754 3.096 -0.209  -0.0146
H -2.906 0.658 -1.165  0.0931
H -5.420 0.789 -0.813  0.0673
H -6.844 3.042 1.208  0.1109
H -4.986 4.392 1.043  0.0570
H -2.705 4.799 0.309  0.1385
O -2.888 -2.105 4.510  0.0481
C -1.922 -1.336 4.297  -0.4122
C -0.796 -1.099 5.242  0.0560
C 0.146 -0.126 4.761  -0.0133
C -0.084 0.706 3.728  -0.3527
O 0.871 1.613 3.428  0.0918
C -1.155 0.536 2.951  -0.0164
C -2.037 -0.513 3.137  0.0354
H -2.644 -2.748 5.359  0.2138
H -0.833 -1.760 6.154  0.1184
H 0.857 -0.144 5.371  0.0374
H 0.567 1.892 2.620  0.0101
H -1.267 0.878 2.038  0.0688
H -2.572 -0.465 2.342  0.0548
C 0.867 -0.729 0.296  -0.1600
O -0.084 -1.633 -0.106  -0.1900
H 1.727 -1.003 -0.412  0.0894
H 1.140 -0.919 1.351  0.0762
H 0.289 0.300 0.189  0.1230
H -0.426 -2.294 0.630  0.0974
C 3.294 -2.077 3.622  -0.2028
O 3.287 -2.434 4.957  -0.1656
H 3.116 -3.034 3.090  0.0824
H 4.130 -1.416 3.375  0.0815
H 2.430 -1.425 3.444  0.0533
H 4.222 -2.300 5.420  0.1510
C 0.044 -4.318 1.665  -0.0953
O -1.168 -3.672 1.974  -0.1720
H 0.195 -4.218 0.479  0.1649
H -0.136 -5.134 1.965  -0.0325
H 0.882 -3.934 2.313  0.1115
H -1.037 -3.633 2.990  0.1463
C 4.209 0.822 0.984  -0.1418
O 3.401 1.748 0.397  -0.0997
H 3.530 -0.012 1.237  0.0726
H 4.552 1.264 1.814  0.0556
H 4.684 0.258 0.180  0.0881
H 3.896 2.185 -0.262  0.0687
C -3.111 -1.641 -3.070  -0.1507
O -1.927 -1.851 -2.266  -0.1899
H -2.961 -2.398 -3.815  0.0735
H -2.976 -0.768 -3.671  0.0552
H -4.109 -1.535 -2.772  0.0564
H -2.164 -2.078 -1.221  0.1392

# 5
The following is a DFT calculation (wB97M-V/def2-TZVPD) of the molecule C22H24N4O7.

Its SMILES is CC(C)C[C@H](C(=O)OCC(=O)c1c(N)n(C)c(=O)n(C)c1=O)N1C(=O)c2ccccc2C1=O. The LUMO energy is -0.0100 Ha. The calculation puts the frontier orbital gap at 0.32458 Eh.

Each line ends with the Löwdin charge.
Geometry (Å):
C -0.418 -5.278 -1.100  -0.0704
C 0.397 -5.068 0.175  -0.4062
C -0.429 -5.456 1.402  -0.0633
C 0.968 -3.646 0.270  -0.1030
C -0.054 -2.507 0.202  -0.1375
C 0.658 -1.185 -0.086  -0.4341
O 1.633 -1.083 -0.780  0.1423
O 0.047 -0.165 0.517  0.0304
C 0.556 1.119 0.196  -0.0671
C 0.271 1.424 -1.266  -0.2886
O -0.426 0.637 -1.902  0.0616
C 0.864 2.612 -1.842  -0.0036
C 0.771 2.823 -3.229  -0.2218
N 0.069 1.996 -3.997  0.2167
N 1.394 3.888 -3.806  0.0219
C 1.320 4.102 -5.238  -0.0085
C 2.122 4.826 -3.068  -0.4419
O 2.667 5.759 -3.611  0.0942
N 2.165 4.627 -1.722  0.0306
C 2.908 5.620 -0.963  0.0021
C 1.572 3.564 -1.022  -0.3670
O 1.674 3.524 0.189  0.0683
N -0.866 -2.387 1.390  0.0744
C -0.365 -2.060 2.643  -0.3485
O 0.798 -1.909 2.913  0.1475
C -1.554 -1.966 3.526  -0.0648
C -1.654 -1.688 4.872  0.0100
C -2.926 -1.667 5.436  -0.0617
C -4.054 -1.918 4.669  -0.0624
C -3.953 -2.198 3.310  0.0093
C -2.691 -2.217 2.753  -0.0684
C -2.250 -2.478 1.362  -0.3561
O -2.904 -2.739 0.384  0.1334
H -0.643 -6.335 -1.227  0.0780
H 0.138 -4.938 -1.971  0.0817
H -1.362 -4.740 -1.053  0.0701
H 1.267 -5.734 0.137  0.1331
H -0.608 -6.529 1.406  0.0793
H -1.396 -4.959 1.396  0.0671
H 0.094 -5.194 2.320  0.0809
H 1.661 -3.485 -0.558  0.1227
H 1.533 -3.544 1.198  0.1208
H -0.751 -2.668 -0.630  0.1625
H 1.633 1.161 0.384  0.1457
H 0.053 1.832 0.850  0.1477
H 0.074 2.058 -4.998  0.1055
H -0.336 1.196 -3.491  0.0940
H 1.879 5.013 -5.449  0.0929
H 1.779 3.273 -5.779  0.1025
H 0.285 4.237 -5.556  0.1024
H 3.944 5.639 -1.298  0.1007
H 2.470 6.605 -1.120  0.1002
H 2.851 5.340 0.085  0.0880
H -0.772 -1.494 5.463  0.1224
H -3.037 -1.452 6.488  0.1061
H -5.028 -1.895 5.135  0.1059
H -4.826 -2.394 2.707  0.1221

no.,largest force on an atom (hartree/bohr)
1,0.0783
2,0.0357
3,0.0970
4,0.2460
5,0.0130